This record from OMol25 describes a cluster of 2 separate species, C2H4ClN in total in a non-equilibrium geometry. The level of theory is ωB97M-V/def2-TZVPD.

XYZ file:
```
8
Properties=species:S:1:pos:R:3:forces:R:3
C -0.423936 0.383451 -0.153306 -0.36 -4.15 -2.45
C 0.838440 0.255421 0.595593 2.67 -0.32 -2.12
N -0.840531 -1.247203 -1.293613 4.58 3.38 2.44
Cl -1.629089 1.492310 -0.033131 -0.51 0.60 0.22
H 1.784167 0.186494 -0.162068 -2.04 0.90 1.24
H 0.974470 -0.764868 0.902000 -0.47 -0.50 0.92
H 1.099549 0.980531 1.389314 -0.59 -0.34 -0.52
H -1.803069 -1.286135 -1.244790 -3.27 0.42 0.28
```
Forces are in eV/Å.

Values from the calculation:
* charge: 0
* highest occupied orbital energy (spin up / spin down): -7.97 / -10.50 eV
* HOMO-LUMO gap (spin up / spin down): 0.28023 / 0.39869 Eh
* multiplicity: 1
* energy above the lowest of the compared OMol25 structures with the same formula, charge and spin: 5.795 eV

---

This record from OMol25 describes a cluster of 2 separate species, C2H4ClN in total in a non-equilibrium geometry. The level of theory is ωB97M-V/def2-TZVPD.

XYZ file:
```
8
Properties=species:S:1:pos:R:3:forces:R:3
C -0.511370 -0.108247 -0.319475 -2.56 -1.44 -2.67
C 0.641975 0.683714 -0.087974 4.85 -0.46 -1.19
N 0.016999 0.094206 1.020112 -0.47 2.93 2.50
Cl 0.555555 2.434511 -0.490680 0.32 -1.06 0.53
H -1.457832 0.374394 -0.823731 1.85 -0.79 1.52
H -0.297038 -1.142060 -0.709507 -0.60 1.04 0.61
H 2.204470 -0.062312 -0.428744 -3.69 2.11 0.69
H -0.344761 0.893265 1.696181 0.30 -2.33 -1.98
```
Forces are in eV/Å.

Values from the calculation:
* charge: 0
* highest occupied orbital energy: -9.61 eV
* HOMO-LUMO gap: 0.36257 Eh
* multiplicity: 1
* energy above the lowest of the compared OMol25 structures with the same formula, charge and spin: 4.169 eV

---

This record from OMol25 describes a structure of composition C2H4ClN2 in a non-equilibrium geometry. The level of theory is ωB97M-V/def2-TZVPD.

XYZ file:
```
9
Properties=species:S:1:pos:R:3:forces:R:3
C 0.406705 0.135772 1.075911 -0.08 1.46 1.80
C -1.742718 -0.407948 0.088162 -3.93 -1.15 -2.18
N -0.688483 0.135194 0.379731 2.50 1.39 0.30
N -2.756976 -0.790985 -0.409098 2.50 0.57 1.72
Cl 2.339586 -0.557207 0.009657 0.87 -1.43 -0.81
H 1.085303 1.143880 1.178724 -2.07 -2.58 -0.38
H 0.442190 -0.628016 1.889744 0.62 0.69 -0.67
H -3.726497 -0.661679 -0.625952 -0.10 -0.07 -0.13
H 2.547262 -1.835085 -0.321386 -0.32 1.13 0.36
```
Forces are in eV/Å.

Values from the calculation:
* charge: +1
* highest occupied orbital energy: -15.55 eV
* HOMO-LUMO gap: 0.35345 Eh
* multiplicity: 1
* energy above the lowest of the compared OMol25 structures with the same formula, charge and spin: 1.668 eV

---

This record from OMol25 describes an isolated molecule of C2H4ClN2P in a non-equilibrium geometry. The level of theory is ωB97M-V/def2-TZVPD.

XYZ file:
```
10
Properties=species:S:1:pos:R:3:forces:R:3
C 0.585928 -0.515547 -0.571527 0.98 0.83 -0.03
C 0.357042 0.525576 0.615756 0.44 -0.31 -0.59
N -0.376763 -1.513151 -0.549116 -1.22 -1.06 0.22
N -0.972961 0.837384 0.886818 -1.22 -1.52 0.80
P -1.715477 -1.643732 0.146730 0.97 1.75 0.23
Cl -1.700129 1.754559 -0.370636 0.05 0.24 -0.55
H 0.509584 0.020507 -1.522430 0.06 -0.07 0.00
H 1.588448 -0.944293 -0.488077 -0.02 0.09 -0.09
H 0.762965 0.087878 1.532153 0.00 0.00 -0.01
H 0.961361 1.390818 0.320330 -0.05 0.06 0.03
```
Forces are in eV/Å.

Values from the calculation:
* charge: 0
* highest occupied orbital energy (spin up / spin down): -7.84 / -8.18 eV
* HOMO-LUMO gap (spin up / spin down): 0.25617 / 0.27076 Eh
* multiplicity: 1
* energy above the lowest of the compared OMol25 structures with the same formula, charge and spin: 3.696 eV

---

This record from OMol25 describes a cluster of 2 separate species, C2H4ClN2P in total in a non-equilibrium geometry. The level of theory is ωB97M-V/def2-TZVPD.

XYZ file:
```
10
Properties=species:S:1:pos:R:3:forces:R:3
C -1.470500 -2.265456 1.120004 0.79 2.54 -2.89
C 0.975584 2.587383 -0.254590 1.90 -3.33 2.52
N -0.802471 -2.253353 -0.012006 -0.98 -0.58 2.40
N 1.213632 2.214089 -1.432485 -0.64 0.72 -1.21
P -0.040011 -2.027664 -1.289291 0.33 -0.66 -1.01
Cl 1.140332 0.532281 -1.932186 0.21 1.15 1.03
H -1.335424 -2.989871 1.857061 -0.04 -1.19 0.81
H -1.886406 -1.260730 1.264872 -0.26 -0.67 0.75
H 1.141167 3.622421 -0.014940 -0.35 0.49 -0.26
H 1.064097 1.840900 0.693562 -0.97 1.53 -2.15
```
Forces are in eV/Å.

Values from the calculation:
* charge: 0
* highest occupied orbital energy (spin up / spin down): -7.07 / -7.07 eV
* HOMO-LUMO gap (spin up / spin down): 0.25191 / 0.25193 Eh
* multiplicity: 1
* energy above the lowest of the compared OMol25 structures with the same formula, charge and spin: 4.838 eV

---

This record from OMol25 describes an isolated molecule of C2H4ClNO3 in a non-equilibrium geometry. The level of theory is ωB97M-V/def2-TZVPD.

XYZ file:
```
11
Properties=species:S:1:pos:R:3:forces:R:3
O -2.010510 -1.496155 0.417758 -0.59 0.27 -0.09
N -0.910039 -0.987212 0.233591 0.83 -0.68 -0.11
O 0.178017 -1.825831 0.512011 0.74 0.47 0.00
C -0.509383 0.142179 -0.237816 -1.23 1.62 -0.24
Cl -1.771956 1.281324 -0.701238 0.78 -0.85 0.31
C 0.919264 0.600749 -0.319715 -0.13 0.70 -2.92
O 1.106855 1.960603 -0.090965 0.70 0.83 -0.92
H -0.256426 -2.654632 0.705719 -0.49 -0.57 0.21
H 1.289196 0.515987 -1.435886 -0.43 -0.64 2.25
H 1.494755 0.143423 0.425579 0.93 -1.66 0.45
H 0.470230 2.319567 0.490965 -1.10 0.52 1.05
```
Forces are in eV/Å.

Values from the calculation:
* charge: 0
* highest occupied orbital energy: -9.31 eV
* HOMO-LUMO gap: 0.36277 Eh
* multiplicity: 1
* SMILES: [O-]/[N+](O)=C(\Cl)CO
* energy above the lowest of the compared OMol25 structures with the same formula, charge and spin: 4.862 eV

---

This record from OMol25 describes a cluster of 3 separate species, C2H4ClNO3 in total in a non-equilibrium geometry. The level of theory is ωB97M-V/def2-TZVPD.

XYZ file:
```
11
Properties=species:S:1:pos:R:3:forces:R:3
O -0.372978 -1.559620 0.020104 0.36 -0.39 -0.36
C -0.465623 -2.079622 -1.060814 -0.65 -1.60 0.41
O -0.386160 -3.475973 -1.332151 -0.01 2.41 0.41
O -0.792450 -1.476448 -2.191669 0.17 -1.91 -1.15
H -0.243581 -4.007479 -0.522329 -0.06 0.94 -0.27
H -0.835305 -0.531793 -2.279902 0.19 0.68 0.99
C -0.178885 1.628838 1.095239 0.16 2.70 0.38
N -0.068966 2.757165 1.232342 -0.19 -0.12 -0.26
H -0.334379 0.638193 0.997632 -0.32 -2.98 -0.36
Cl 2.310784 4.202971 2.362877 2.88 1.02 1.94
H 1.367543 3.903769 1.678671 -2.52 -0.74 -1.73
```
Forces are in eV/Å.

Values from the calculation:
* charge: 0
* highest occupied orbital energy: -11.08 eV
* HOMO-LUMO gap: 0.41082 Eh
* multiplicity: 1
* SMILES: O=C(O)O.C#N.Cl
* energy above the lowest of the compared OMol25 structures with the same formula, charge and spin: 1.127 eV

---

This record from OMol25 describes a cluster of 2 separate species, C2H4ClNS in total in a non-equilibrium geometry. The level of theory is ωB97M-V/def2-TZVPD.

XYZ file:
```
9
Properties=species:S:1:pos:R:3:forces:R:3
C -1.912674 -0.629232 0.996846 -0.28 -0.14 0.08
C 0.959785 -0.193966 -0.482676 -1.71 0.37 -3.30
N 0.647284 0.603493 0.656151 1.25 1.05 0.26
S -2.651401 -0.785992 -0.321715 -0.13 -0.01 0.03
Cl -0.231550 2.079586 0.435953 0.17 -0.20 -0.59
H 0.071625 0.132470 1.297441 -0.70 -0.97 1.00
H 1.729472 -0.917102 -0.273985 0.12 -0.32 0.48
H 0.028209 -0.716545 -0.966564 1.60 0.62 0.88
H 1.359249 0.427286 -1.341453 -0.33 -0.40 1.18
```
Forces are in eV/Å.

Values from the calculation:
* charge: 0
* highest occupied orbital energy: -9.09 eV
* HOMO-LUMO gap: 0.32194 Eh
* multiplicity: 1
* energy above the lowest of the compared OMol25 structures with the same formula, charge and spin: 3.683 eV

---

This record from OMol25 describes an isolated molecule of C2H4ClNSi in a non-equilibrium geometry. The level of theory is ωB97M-V/def2-TZVPD.

XYZ file:
```
9
Properties=species:S:1:pos:R:3:forces:R:3
N -0.679954 -1.566782 0.061923 -0.10 3.30 -0.01
Si -0.480382 0.059559 0.666140 1.40 -0.69 0.76
C 0.500838 0.838112 -0.676607 -3.22 -1.61 2.82
C 1.226329 1.605693 -1.183300 1.83 1.58 -1.82
Cl 2.215271 2.436875 -2.128522 1.00 0.98 -0.74
H -0.200744 -2.279344 0.486150 1.25 -1.86 1.33
H -1.553668 -1.833812 -0.221002 -2.43 -1.07 -1.03
H 0.609983 -0.240857 1.714590 -0.86 0.61 -0.31
H -1.637673 0.980556 1.280627 1.13 -1.24 -0.99
```
Forces are in eV/Å.

Values from the calculation:
* charge: 0
* highest occupied orbital energy: -9.73 eV
* HOMO-LUMO gap: 0.38322 Eh
* multiplicity: 1
* SMILES: N[SiH2]C#CCl
* energy above the lowest of the compared OMol25 structures with the same formula, charge and spin: 0.304 eV

---

This record from OMol25 describes a cluster of 2 separate species, C2H4ClOP in total in a non-equilibrium geometry. The level of theory is ωB97M-V/def2-TZVPD.

XYZ file:
```
9
Properties=species:S:1:pos:R:3:forces:R:3
C -1.485890 0.773038 0.608734 -1.35 1.83 3.06
C 1.714135 -0.985942 -0.301369 -1.17 -0.84 -1.09
O -1.244364 -0.337499 0.968952 -0.63 -1.47 -0.74
P -1.469489 1.498597 -1.033644 -0.18 0.70 -0.45
Cl 0.993334 -1.213836 1.202240 1.18 -0.81 0.23
H -1.876705 1.417132 1.539504 0.52 -0.08 -2.07
H 1.188792 -1.451421 -1.225964 1.35 1.05 1.85
H 2.614979 -0.408974 -0.205642 0.15 0.01 -0.78
H -0.434791 0.708905 -1.552811 0.14 -0.39 -0.01
```
Forces are in eV/Å.

Values from the calculation:
* charge: 0
* highest occupied orbital energy (spin up / spin down): -8.02 / -9.39 eV
* HOMO-LUMO gap (spin up / spin down): 0.21718 / 0.34750 Eh
* multiplicity: 1
* energy above the lowest of the compared OMol25 structures with the same formula, charge and spin: 5.421 eV